[1]
DFT (ωB97M-V with the def2-TZVPD basis set) results for C34H34FN4O7S2Ti as an isolated structure.

Summary:
Charge: -1
HOMO level (eV): -4.54
Energy relative to the best compared isomer or geometry (same formula, charge and spin) (kcal per mole): 5.7

Element x y z (Å)
Ti: -0.53 0.22 0.58
C: -4.40 1.80 0.01
C: -2.93 2.08 0.12
O: -2.24 1.07 0.63
C: -2.38 3.24 -0.28
C: -0.92 3.42 -0.23
C: -0.20 3.73 -1.51
N: -0.20 3.31 0.82
N: -0.76 3.29 2.07
C: -0.73 2.22 2.77
O: -0.42 1.00 2.38
C: -1.06 2.36 4.22
C: -1.62 1.29 4.92
C: -1.91 1.41 6.27
C: -1.66 2.60 6.93
C: -1.11 3.67 6.24
C: -0.82 3.55 4.89
H: -4.57 0.95 -0.67
H: -4.94 2.67 -0.37
H: -4.80 1.52 0.98
H: -2.99 3.98 -0.78
H: -0.51 4.71 -1.88
H: -0.45 2.99 -2.27
H: 0.88 3.73 -1.34
H: -1.84 0.38 4.39
H: -2.35 0.58 6.80
H: -1.88 2.70 7.99
H: -0.90 4.61 6.75
H: -0.39 4.38 4.33
C: 4.40 -3.06 0.72
C: 4.26 -1.78 -0.04
C: 5.01 -1.52 -1.18
C: 4.79 -0.28 -1.77
N: 3.88 0.58 -1.35
C: 3.14 0.22 -0.27
S: 1.88 1.34 0.17
N: 3.36 -0.91 0.42
H: 5.23 -3.66 0.34
H: 3.48 -3.64 0.64
H: 4.57 -2.86 1.78
H: 5.73 -2.22 -1.56
H: 5.37 0.03 -2.64
O: 1.07 -1.05 -1.68
C: 0.25 -0.26 -2.11
O: -0.54 0.46 -1.36
C: 0.02 -0.11 -3.58
C: 0.87 -0.77 -4.46
C: 0.70 -0.68 -5.84
C: -0.35 0.09 -6.28
O: -0.75 0.32 -7.58
C: -1.79 1.28 -7.49
O: -2.17 1.41 -6.13
C: -1.20 0.74 -5.41
C: -1.04 0.67 -4.05
H: 1.68 -1.36 -4.03
H: 1.36 -1.19 -6.54
H: -2.65 0.94 -8.08
H: -1.42 2.25 -7.86
H: -1.70 1.18 -3.36
F: 0.55 -6.19 -1.90
C: 0.00 -5.08 -1.34
C: -0.65 -4.16 -2.14
C: -1.20 -3.04 -1.55
C: -1.11 -2.80 -0.18
C: -1.69 -1.57 0.41
C: -0.47 -3.77 0.60
C: 0.10 -4.91 0.03
H: -0.70 -4.32 -3.21
H: -1.70 -2.31 -2.18
H: -2.01 -1.72 1.45
H: -2.55 -1.23 -0.17
H: -0.41 -3.63 1.67
H: 0.60 -5.65 0.63
C: 2.30 -0.05 3.28
S: 1.54 -1.53 2.60
C: 0.30 -1.76 3.88
O: 0.75 -1.16 1.38
H: 2.97 -0.41 4.06
H: 1.53 0.61 3.68
H: 2.84 0.44 2.48
H: 0.75 -1.58 4.86
H: -0.08 -2.77 3.82
H: -0.49 -1.03 3.69

Charges per atom according to Mulliken partitioning, unit e: -0.33 -1.54 1.01 -0.42 -1.29 1.32 -1.25 -0.25 -0.54 -0.13 0.96 0.27 0.06 -0.94 -0.35 -0.65 -0.42 0.29 0.42 0.28 0.29 0.45 0.10 0.33 0.36 0.39 0.38 0.38 0.44 -1.16 0.95 -0.95 -0.32 -0.53 0.14 -0.50 0.20 0.42 0.16 0.23 0.37 0.38 -0.38 -0.11 0.84 0.10 -0.42 -1.19 0.95 -0.51 -0.25 -0.51 1.12 -1.32 0.57 0.41 0.23 0.25 0.45 -0.38 0.54 -0.86 -0.03 0.69 -2.04 0.14 -0.98 0.44 0.43 0.41 0.59 0.48 0.44 -0.68 0.64 -0.66 -0.66 0.57 -0.01 0.14 0.48 0.37 -0.23

[2]
DFT (ωB97M-V with the def2-TZVPD basis set) results for C44H35IN5O7S4Tl as an isolated structure.

Summary:
Charge: -2
HOMO level (eV): -2.74
Energy relative to the best compared isomer or geometry (same formula, charge and spin) (kcal per mole): 19.9

Element x y z (Å)
Tl: -0.73 -0.10 -0.49
C: -0.65 3.54 2.71
C: -0.48 2.80 1.40
N: -0.99 1.61 1.30
N: -1.65 1.12 2.39
C: -2.67 0.40 2.08
S: -3.27 0.07 0.51
S: -3.56 -0.21 3.53
C: -4.48 1.33 3.92
C: -5.76 1.45 3.14
C: -6.93 0.84 3.58
C: -8.09 0.89 2.83
C: -8.10 1.56 1.61
C: -6.94 2.19 1.16
C: -5.78 2.12 1.92
C: 0.09 3.47 0.24
C: 1.04 4.48 0.42
C: 1.58 5.19 -0.64
C: 1.15 4.88 -1.93
C: 0.23 3.89 -2.15
C: -0.33 3.11 -1.09
O: -1.19 2.20 -1.35
H: -0.31 2.92 3.53
H: -0.13 4.49 2.70
H: -1.71 3.74 2.87
H: -4.67 1.27 4.99
H: -3.81 2.16 3.72
H: -6.92 0.31 4.53
H: -8.98 0.39 3.17
H: -9.01 1.60 1.02
H: -6.94 2.71 0.22
H: -4.87 2.58 1.55
H: 1.40 4.69 1.42
H: 2.33 5.95 -0.46
H: 1.58 5.41 -2.78
H: -0.06 3.61 -3.16
C: -3.30 -3.55 1.80
C: -2.21 -4.06 0.93
N: -2.31 -5.29 0.47
C: -1.36 -5.77 -0.36
C: -0.25 -5.06 -0.73
C: 0.72 -5.69 -1.69
O: 1.98 -6.04 -1.07
C: -0.07 -3.75 -0.20
C: 1.15 -3.05 -0.49
N: 1.49 -1.87 -0.06
C: 2.80 -1.48 -0.37
C: 3.31 -1.52 -1.67
C: 4.60 -1.10 -1.95
C: 5.41 -0.63 -0.93
C: 4.93 -0.59 0.38
C: 3.64 -1.00 0.65
I: 2.90 -0.94 2.60
C: -1.08 -3.19 0.62
O: -0.99 -2.01 1.09
H: -4.03 -4.33 1.97
H: -3.79 -2.69 1.34
H: -2.90 -3.20 2.76
H: -1.53 -6.77 -0.75
H: 0.96 -5.02 -2.51
H: 0.26 -6.58 -2.11
H: 1.77 -6.40 -0.20
H: 1.92 -3.64 -0.99
H: 2.66 -1.86 -2.47
H: 4.96 -1.12 -2.97
H: 6.41 -0.26 -1.15
H: 5.55 -0.21 1.18
O: -3.36 -2.89 -6.83
S: -2.09 -2.46 -6.30
O: -0.92 -2.81 -7.08
N: -1.92 -2.92 -4.74
C: -1.90 -1.89 -3.93
S: -1.91 -2.09 -2.24
C: -1.98 -0.55 -4.62
C: -1.99 0.72 -4.08
C: -2.14 1.81 -4.94
C: -2.29 1.62 -6.31
C: -2.29 0.34 -6.86
C: -2.12 -0.72 -5.99
H: -1.87 0.90 -3.03
H: -2.15 2.80 -4.52
H: -2.44 2.48 -6.96
H: -2.41 0.18 -7.92
O: 0.68 0.00 -2.38
C: 1.53 0.74 -1.83
O: 1.48 1.02 -0.61
C: 2.68 1.25 -2.65
C: 3.63 2.08 -2.06
C: 4.72 2.51 -2.81
C: 4.86 2.11 -4.13
C: 3.91 1.28 -4.71
C: 2.81 0.86 -3.97
H: 3.50 2.38 -1.03
H: 5.46 3.16 -2.36
H: 5.72 2.44 -4.71
H: 4.03 0.95 -5.74
H: 2.05 0.22 -4.40

Charges per atom according to Mulliken partitioning, unit e: 1.04 -1.53 0.31 0.99 -1.04 0.38 -0.12 -0.23 -0.97 0.63 -0.46 -0.50 -0.37 -0.77 -0.06 0.66 -0.66 -1.12 -0.38 -0.66 0.93 -0.89 0.31 0.51 0.21 0.52 0.13 0.35 0.35 0.35 0.39 0.41 0.35 0.31 0.41 0.23 -0.64 0.48 -0.71 -1.14 1.00 -0.88 -0.54 0.88 -0.66 -0.13 -0.36 0.03 -0.88 -0.62 -0.41 0.14 0.01 0.08 -1.05 0.40 0.08 0.20 0.28 0.32 0.37 0.38 0.98 0.52 0.34 0.37 0.38 -0.71 1.23 -0.70 -0.53 -0.20 0.04 0.67 0.13 -0.95 -0.47 -0.71 -0.14 0.40 0.47 0.39 0.38 -0.59 1.41 -0.50 -0.17 -0.62 -0.81 -0.44 -0.71 -0.30 0.46 0.43 0.36 0.42 0.55

[3]
DFT (ωB97M-V with the def2-TZVPD basis set) results for C30H20BrN3O11S2Sn as an isolated structure.

Summary:
HOMO level (eV): -8.29
Energy relative to the best compared isomer or geometry (same formula, charge and spin) (kcal per mole): 0.0

Element x y z (Å)
Sn: 0.43 0.34 -1.42
O: 1.92 4.84 -5.22
C: 1.74 3.76 -4.45
C: 2.57 3.47 -3.36
C: 2.29 2.35 -2.62
N: 1.28 1.56 -2.93
C: 0.49 1.81 -3.96
C: 0.68 2.90 -4.76
C: -0.61 0.77 -4.11
O: -1.31 0.75 -5.08
O: -0.65 -0.07 -3.08
C: 3.03 1.87 -1.39
O: 4.13 2.28 -1.16
O: 2.35 0.97 -0.73
H: 2.66 5.37 -4.90
H: 3.42 4.09 -3.08
H: 0.01 3.11 -5.59
C: 1.37 1.91 1.92
C: -0.03 1.39 1.95
N: -0.46 0.57 1.07
C: -1.83 0.14 1.03
C: -2.90 0.60 1.97
S: -0.88 2.00 3.33
C: -1.94 -1.17 0.37
C: -2.66 -2.26 0.74
S: -2.48 -3.47 -0.45
C: -1.47 -2.46 -1.38
N: -1.28 -1.29 -0.82
C: -0.89 -2.94 -2.66
H: 2.05 1.16 1.52
H: 1.69 2.22 2.92
H: 1.40 2.78 1.26
H: -3.65 -0.15 2.20
H: -3.24 -2.42 1.63
H: -1.48 -3.76 -3.07
H: 0.13 -3.31 -2.48
H: -0.83 -2.12 -3.37
Br: -2.18 5.29 0.31
C: -2.77 3.59 0.93
C: -3.51 3.66 2.19
C: -3.48 2.74 3.16
C: -2.63 1.50 3.15
C: -2.93 1.13 0.58
C: -2.54 2.51 0.20
C: -1.84 2.53 -1.16
O: -2.40 2.90 -2.16
O: -0.62 2.08 -1.05
H: -4.11 4.55 2.33
H: -4.04 2.93 4.07
H: -2.82 0.93 4.06
H: -3.67 0.69 -0.09
O: 2.20 -3.32 -1.69
C: 1.80 -2.58 -0.82
O: 1.25 -1.42 -1.05
C: 1.85 -3.02 0.61
C: 1.31 -2.24 1.62
C: 1.30 -2.66 2.96
C: 1.87 -3.88 3.21
O: 1.99 -4.53 4.41
C: 2.71 -5.74 4.14
O: 2.93 -5.81 2.74
C: 2.43 -4.66 2.21
C: 2.43 -4.26 0.90
H: 0.88 -1.29 1.36
H: 0.88 -2.06 3.75
H: 2.11 -6.59 4.47
H: 3.66 -5.72 4.68
H: 2.86 -4.87 0.11

Charges per atom according to Mulliken partitioning, unit e: 2.26 -0.53 0.94 -0.55 0.17 -0.05 0.53 -0.63 0.06 -0.67 -0.50 0.02 -0.68 -0.46 0.31 0.46 0.58 -1.67 0.73 0.56 1.98 -1.21 -0.39 -2.11 -0.58 -0.25 0.47 0.41 -0.98 0.20 0.72 0.18 0.67 0.47 0.53 0.18 0.07 -0.17 1.30 -0.55 -0.89 -0.43 -0.41 -0.08 -0.62 -0.61 -0.09 0.44 0.44 0.89 0.48 -0.71 -0.14 -0.34 -0.25 0.46 -1.23 0.87 -0.52 -0.27 -0.51 1.02 -1.35 0.41 0.56 0.25 0.26 0.55

[4]
DFT (ωB97M-V with the def2-TZVPD basis set) results for the molecule C4H4N2O.

Summary:
HOMO level (spin up / spin down) (eV): -8.19 / -8.19
Energy relative to the best compared isomer or geometry (same formula, charge and spin) (kcal per mole): 102.6

Element x y z (Å)
N: -1.91 -0.63 -1.10
C: -0.84 -0.37 -0.50
C: -0.08 0.94 -0.66
N: 0.09 1.67 0.42
C: 1.14 0.64 0.55
C: 0.92 -0.67 0.83
O: -0.30 -1.16 0.50
H: -2.37 -1.45 -0.70
H: 0.05 1.31 -1.69
H: 2.15 1.01 0.44
H: 1.60 -1.39 1.27

Charges per atom according to Mulliken partitioning, unit e: -0.60 0.33 0.16 -0.55 -0.24 -0.16 -0.34 0.28 0.35 0.35 0.43

[5]
DFT (ωB97M-V with the def2-TZVPD basis set) results for an isolated ion of composition C9H9N2O and charge +1.

Summary:
Charge: +1
HOMO level (eV): -13.10
Energy relative to the best compared isomer or geometry (same formula, charge and spin) (kcal per mole): 5.2

Element x y z (Å)
C: 2.36 1.51 -1.24
C: 2.55 0.17 -0.94
C: 1.14 2.10 -0.98
C: 1.56 -0.59 -0.35
C: 0.11 1.34 -0.40
C: 0.32 -0.03 -0.07
C: -1.13 1.93 -0.17
C: -1.90 -0.13 0.54
C: -0.48 -2.10 0.98
N: -0.73 -0.75 0.51
N: -3.03 -0.61 0.94
O: -1.88 2.80 -0.12
H: 3.15 2.09 -1.69
H: 3.50 -0.30 -1.17
H: 0.96 3.14 -1.21
H: 1.76 -1.63 -0.12
H: 0.41 -2.11 1.61
H: -1.32 -2.45 1.57
H: -0.33 -2.79 0.14
H: -3.85 -0.02 0.90
H: -3.18 -1.56 1.28

Charges per atom according to Mulliken partitioning, unit e: -0.65 -0.63 -0.72 -0.34 0.50 0.54 0.56 0.08 -1.11 -0.01 -0.25 -0.28 0.43 0.42 0.45 0.45 0.37 0.38 0.36 0.26 0.18

[6]
DFT (ωB97M-V with the def2-TZVPD basis set) results for C49H33Cl4N5O2Pd as an isolated structure.

Summary:
Charge: +2
HOMO level (spin up / spin down) (eV): -13.08 / -13.08
Energy relative to the best compared isomer or geometry (same formula, charge and spin) (kcal per mole): 0.0

Element x y z (Å)
Pd: 0.39 0.31 -0.12
Cl: -1.80 -5.94 6.55
C: -1.43 -4.78 5.33
C: -2.35 -4.55 4.31
C: -2.05 -3.62 3.34
C: -0.85 -2.91 3.38
C: 0.06 -3.15 4.41
C: -0.23 -4.09 5.39
C: -0.53 -1.91 2.34
C: -0.44 -0.60 2.68
C: -0.68 -0.08 4.01
C: -0.48 1.25 3.94
C: -0.15 1.55 2.56
C: 0.04 2.91 2.08
C: -0.10 4.01 3.07
C: -1.34 4.25 3.67
C: -1.48 5.28 4.57
C: -0.38 6.07 4.90
Cl: -0.56 7.35 6.03
C: 0.86 5.83 4.33
C: 1.00 4.80 3.41
C: 0.33 3.23 0.80
N: 0.55 2.33 -0.25
C: 0.77 3.05 -1.33
C: 1.06 2.54 -2.66
C: 1.28 3.53 -3.74
C: 0.42 3.55 -4.84
C: 0.62 4.46 -5.87
C: 1.68 5.35 -5.80
Cl: 1.93 6.47 -7.08
C: 2.55 5.33 -4.72
C: 2.34 4.44 -3.69
C: 1.14 1.22 -2.95
C: 1.58 0.69 -4.23
C: 1.54 -0.65 -4.12
C: 1.07 -0.95 -2.77
N: 0.86 0.16 -2.09
C: 0.88 -2.31 -2.29
C: 0.45 -2.61 -1.05
C: 0.21 -3.96 -0.56
C: -0.17 -3.85 0.71
C: -0.19 -2.42 1.01
N: 0.16 -1.70 -0.03
C: 1.19 -3.41 -3.24
C: 2.26 -4.27 -3.01
C: 2.54 -5.30 -3.90
C: 1.74 -5.47 -5.02
Cl: 2.07 -6.74 -6.12
C: 0.66 -4.62 -5.26
C: 0.40 -3.59 -4.38
C: 0.68 4.48 -1.03
C: 0.41 4.58 0.28
N: -0.12 0.46 1.83
H: -3.28 -5.09 4.30
H: -2.76 -3.43 2.54
H: 1.00 -2.62 4.43
H: 0.47 -4.30 6.18
H: -0.97 -0.68 4.86
H: -0.56 1.98 4.73
H: -2.19 3.63 3.41
H: -2.44 5.49 5.03
H: 1.70 6.45 4.60
H: 1.96 4.61 2.96
H: -0.42 2.87 -4.88
H: -0.06 4.49 -6.72
H: 3.38 6.03 -4.69
H: 3.03 4.42 -2.85
H: 1.90 1.28 -5.07
H: 1.82 -1.39 -4.86
H: 0.32 -4.86 -1.16
H: -0.43 -4.62 1.42
H: 2.89 -4.13 -2.15
H: 3.38 -5.96 -3.74
H: 0.05 -4.77 -6.14
H: -0.44 -2.93 -4.57
H: 0.78 5.26 -1.77
H: 0.26 5.47 0.87
O: 2.39 -1.23 2.14
C: 3.26 -0.74 1.42
O: 3.16 0.02 0.40
C: 4.72 -1.05 1.84
N: 5.61 -0.29 0.88
C: 6.37 0.74 1.66
C: 6.48 0.12 3.04
C: 5.10 -0.52 3.23
H: 4.92 -2.11 1.74
H: 4.88 0.11 0.23
H: 6.24 -0.91 0.37
H: 5.75 1.64 1.69
H: 7.31 0.97 1.17
H: 6.72 0.86 3.80
H: 7.27 -0.64 3.05
H: 4.37 0.23 3.56
H: 5.10 -1.32 3.97

Charges per atom according to Mulliken partitioning, unit e: 1.08 -0.17 0.34 -0.95 0.11 -0.69 0.13 -1.02 1.12 0.18 -1.33 -1.60 0.73 1.11 -0.46 -0.14 -0.98 0.32 -0.17 -0.96 -0.13 0.24 0.31 0.74 1.61 -0.36 -0.14 -0.96 0.30 -0.17 -0.94 -0.20 -0.14 -1.43 -1.40 0.77 -0.04 1.37 0.03 -1.58 -1.31 0.68 0.19 -0.53 -0.11 -0.97 0.31 -0.17 -0.98 -0.01 -1.42 -1.38 0.19 0.44 0.50 0.61 0.44 0.63 0.62 0.55 0.44 0.44 0.54 0.53 0.44 0.44 0.54 0.59 0.55 0.61 0.59 0.54 0.44 0.44 0.53 0.59 0.58 -0.29 0.36 -0.82 -0.07 0.02 -0.58 -0.64 -0.65 0.35 0.28 0.38 0.25 0.42 0.36 0.32 0.27 0.40

[7]
DFT (ωB97M-V with the def2-TZVPD basis set) results for a 2-piece molecular cluster, C3H10NS overall.

Summary:
Charge: -1
HOMO level (eV): -2.20
Energy relative to the best compared isomer or geometry (same formula, charge and spin) (kcal per mole): 28.1

Element x y z (Å)
C: 0.08 1.19 1.83
N: -0.88 1.83 0.93
C: -0.62 1.46 -0.46
H: -0.10 0.12 1.81
H: 1.13 1.33 1.52
H: -0.04 1.59 2.84
H: -0.91 2.83 1.07
H: 0.28 1.97 -0.85
H: -1.47 1.68 -1.11
H: -0.40 0.38 -0.51
C: 0.59 -2.94 -1.50
S: 0.63 -1.81 -0.11
H: -0.31 -3.56 -1.44
H: 0.58 -2.44 -2.47
H: 1.45 -3.63 -1.54

Charges per atom according to Mulliken partitioning, unit e: -0.71 -0.41 -0.51 0.18 0.28 0.32 0.21 0.25 0.27 -0.03 -0.79 -0.64 0.18 0.21 0.20

[8]
DFT (ωB97M-V with the def2-TZVPD basis set) results for C24H38ClN5O4RuS4 as an isolated structure.

Summary:
Charge: +2
HOMO level (spin up / spin down) (eV): -13.06 / -13.52
Multiplicity: 5

Element x y z (Å)
Ru: -2.81 -0.40 -1.12
C: -6.59 3.37 -1.82
N: -6.21 2.04 -1.38
C: -7.29 1.06 -1.07
C: -4.96 1.59 -1.33
O: -4.70 0.35 -1.03
C: -3.79 2.57 -1.64
O: -2.54 1.77 -1.71
C: -1.43 2.25 -0.95
C: -1.45 1.74 0.55
O: -2.41 1.00 0.86
N: -0.50 1.98 1.45
C: 0.48 3.05 1.33
C: -0.59 1.17 2.66
H: -5.70 3.95 -1.91
H: -7.23 3.88 -1.01
H: -7.08 3.31 -2.75
H: -8.07 1.50 -0.42
H: -6.75 0.27 -0.60
H: -7.73 0.72 -2.02
H: -3.60 3.38 -0.92
H: -3.89 2.92 -2.69
H: -1.52 3.37 -1.01
H: -0.49 1.93 -1.37
H: 1.55 2.77 1.07
H: 0.47 3.72 2.20
H: 0.12 3.72 0.58
H: -1.56 0.93 2.96
H: -0.16 1.69 3.57
H: -0.07 0.22 2.58
S: -3.50 -2.03 1.81
S: -5.10 -3.37 2.00
S: -5.33 -3.66 3.90
S: -3.28 -2.41 -0.23
C: 4.95 0.12 -2.03
C: 3.84 0.54 -0.97
C: 2.92 1.38 -1.75
C: 4.59 1.40 0.05
C: 3.26 -0.76 -0.24
O: 2.25 -0.34 0.70
C: 4.43 -1.49 0.39
C: 4.13 -2.94 0.94
C: 2.84 -3.14 1.74
C: 2.75 -2.52 2.97
C: 1.56 -2.50 3.66
C: 0.42 -3.11 3.12
Cl: -1.05 -3.08 4.01
C: 0.49 -3.71 1.86
C: 1.70 -3.74 1.19
C: 2.58 -1.73 -1.24
N: 1.22 -1.45 -1.62
C: 0.21 -1.20 -0.81
N: -0.86 -0.92 -1.59
C: -0.34 -0.89 -2.84
N: 0.90 -1.27 -2.89
H: 5.14 1.03 -2.64
H: 4.52 -0.58 -2.78
H: 5.85 -0.29 -1.63
H: 3.38 2.28 -2.03
H: 2.02 1.72 -1.14
H: 2.61 0.95 -2.71
H: 4.90 2.41 -0.40
H: 5.57 0.94 0.27
H: 3.96 1.60 0.86
H: 2.30 -0.98 1.40
H: 4.76 -0.88 1.26
H: 5.20 -1.59 -0.33
H: 4.99 -3.27 1.57
H: 4.17 -3.73 0.15
H: 3.61 -1.90 3.27
H: 1.52 -2.17 4.71
H: -0.33 -4.06 1.34
H: 1.75 -4.20 0.23
H: 2.49 -2.69 -0.78
H: 3.15 -1.93 -2.18
H: 0.23 -1.09 0.21
H: -0.87 -0.60 -3.78

Charges per atom according to Mulliken partitioning, unit e: 0.48 -0.95 0.09 -0.93 1.07 -0.66 -1.01 -0.46 -1.03 1.30 -0.66 0.24 -0.88 -1.21 0.35 0.33 0.35 0.33 0.28 0.35 0.53 0.59 0.83 0.06 0.09 0.39 0.36 0.40 0.37 0.32 0.23 0.05 -0.07 -0.03 -1.85 1.53 -1.45 -1.85 2.41 -0.47 -1.21 -1.28 -0.30 -0.07 -0.70 0.37 -0.15 -0.89 0.05 -1.76 1.43 -1.00 0.36 -0.65 -1.17 0.43 0.34 0.51 0.74 -0.32 0.41 0.44 0.40 0.33 0.09 0.51 0.33 0.61 0.37 0.34 0.44 0.69 0.66 0.19 0.14 1.12 0.39

| no. | energy (eV) |
| --- | --- |
| 1 | -103609.838 |
| 2 | -124116.562 |
| 3 | -155973.185 |
| 4 | -9236.037 |
| 5 | -14498.985 |
| 6 | -116451.864 |
| 7 | -15598.584 |
| 8 | -99574.435 |